(1)
DFT (wB97M-V/def2-TZVPD) results for 2 unconnected molecules or ions with the total composition C12H16N2O.

As for the structure (SMILES): CCc1c[nH]cn1.Cc1ccc(O)cc1. The calculation puts the gap between HOMO and LUMO at 9.21 eV. The molar mass is 204.273 g mol⁻¹. For the HOMO energy, the calculation gives -8.40 eV. Its energy above the lowest of the compared OMol25 structures with the same formula, charge and spin is 141.3 kJ/mol.

```
! RIJCOSX wB97M-V def2-TZVPD def2/J DEFGRID3
* xyz 0 1
C -2.2753 1.4469 -0.7170
C -2.1321 0.5676 -1.9666
C -1.9337 0.7648 0.5709
C -1.7856 -0.5823 0.7222
C -1.8602 0.3941 2.6737
N -1.9200 1.3782 1.8122
N -1.7193 -0.8352 2.0899
H -1.7270 2.3374 -1.0393
H -3.3411 1.6236 -0.6042
H -2.9188 0.8607 -2.6782
H -1.5609 -1.3964 0.0545
H -1.6327 0.5870 3.7128
H -2.0572 -1.6802 2.5361
H -2.5644 -0.4274 -1.8031
H -1.1707 0.5026 -2.4621
C 1.5660 -1.5689 -2.3066
C 1.7049 -0.8489 -0.9892
C 1.5659 0.5419 -0.9220
C 2.1103 -1.5378 0.1534
C 1.8301 1.1678 0.2901
C 2.4176 -0.8946 1.3323
C 2.2611 0.4803 1.4361
O 2.6297 1.1245 2.5860
H 0.8299 -1.0030 -2.8912
H 1.1864 -2.5862 -2.2987
H 1.2016 1.1170 -1.7590
H 2.3475 -2.5911 0.0794
H 1.6699 2.2370 0.3542
H 2.7726 -1.4158 2.2143
H 2.0063 1.8583 2.6937
H 2.4994 -1.6218 -2.8746
*
```

***

(2)
DFT (wB97M-V/def2-TZVPD) results for 4 unconnected molecules or ions with the total composition C39H96F4N15O6P4.

The calculation puts the gap between HOMO and LUMO at 6.11 eV. The molar mass is 1071.184 g mol⁻¹. For the HOMO energy, the calculation gives -9.06 eV.

```
! RIJCOSX wB97M-V def2-TZVPD def2/J DEFGRID3
* xyz 1 1
C -2.6439 -2.4211 -1.9759
P -4.2739 -1.5666 -1.5835
C -4.9298 -0.7457 -3.1476
N -4.1776 -0.4164 -0.2381
C -2.8119 0.0483 -0.2256
N -2.5310 1.0700 -1.0379
C -1.1854 1.7009 -1.1465
C -0.2541 0.9939 -2.2318
C 1.1580 0.5022 -1.6745
C 1.9224 1.5669 -0.7644
C 2.0512 0.9909 0.7403
N 3.3623 1.3697 1.3691
N -1.7056 -0.4517 0.5637
C -2.1514 -1.0566 1.8622
C -0.9366 -1.9335 2.3793
F 0.2544 -1.2921 1.9522
F -0.8802 -1.8778 3.7877
C -0.8694 -3.4183 1.8442
F -0.7046 -3.5038 0.4512
F 0.3118 -3.9780 2.3923
C -3.5191 -1.8874 1.6717
C -3.9289 -2.7225 2.9555
C -4.7197 -4.0744 2.6442
N -4.3871 -4.9688 1.7660
C -4.6614 -0.9417 1.0757
C -6.0255 -1.7556 0.7420
C -7.0399 -1.8558 1.9846
N -8.1528 -0.8371 1.9077
C -5.1157 0.2225 2.0655
O -4.1769 1.3146 2.1647
C -4.6709 2.4080 1.3394
O -3.6696 3.4037 1.1244
C -3.2005 3.9516 2.3712
C -4.3217 4.8656 3.0797
O -4.9298 4.1332 4.1800
H -2.5410 -3.2993 -1.2745
H -2.7679 -2.8741 -3.0197
H -1.7307 -1.7563 -2.0381
H -4.0441 -0.4552 -3.8126
H -5.5933 0.1408 -2.9009
H -5.5218 -1.5151 -3.7510
H -3.2944 1.4619 -1.5977
H -1.3532 2.7712 -1.5039
H -0.6924 1.8057 -0.1254
H -0.8388 0.0887 -2.6174
H -0.0601 1.6395 -3.1425
H 1.0043 -0.5092 -1.1800
H 1.8191 0.3130 -2.5858
H 1.3999 2.5834 -0.7616
H 2.9832 1.6541 -1.1524
H 1.1704 1.3048 1.3875
H 2.0958 -0.1440 0.6186
H 3.2105 2.1690 2.0009
H 3.5856 0.5873 2.0067
H -1.2222 -1.1378 -0.0326
H -2.2970 -0.2283 2.6351
H -1.7017 -4.0893 2.2333
H -3.2720 -2.6538 0.8545
H -4.5377 -2.0657 3.6653
H -3.0393 -3.0530 3.5976
H -5.6538 -4.2601 3.2668
H -3.5094 -4.6574 1.3216
H -5.8022 -2.8369 0.4587
H -6.6353 -1.2265 -0.0669
H -7.5724 -2.8611 1.8590
H -6.5444 -1.8993 2.9979
H -8.9963 -1.2721 2.2994
H -7.8806 -0.0891 2.5593
H -5.2925 -0.1375 3.1330
H -6.0698 0.6581 1.6063
H -4.9407 2.0183 0.3024
H -5.5966 2.8175 1.8720
H -2.3452 4.6629 2.1229
H -2.7595 3.1811 3.0810
H -3.9307 5.8788 3.3879
H -5.1460 5.0103 2.3016
H -4.5326 3.2471 4.2439
O -7.7159 -3.4312 -4.1425
P -8.4083 -4.6539 -4.7781
N -9.8331 -3.7880 -5.1581
C -11.2163 -4.1707 -4.9806
C -9.7085 -2.9677 -6.3608
N -8.4757 -5.5059 -3.2702
C -9.4448 -5.1327 -2.2449
C -7.1625 -5.6286 -2.6294
N -9.0673 -6.1118 -5.5878
C -9.8217 -7.1704 -4.9319
C -8.0143 -6.7400 -6.4065
H -11.5578 -4.8866 -5.7397
H -11.8655 -3.2919 -5.0474
H -11.4158 -4.5828 -3.9951
H -9.8329 -3.5740 -7.2678
H -8.7258 -2.4902 -6.4078
H -10.4453 -2.1601 -6.3731
H -9.4884 -4.0500 -2.0819
H -9.2148 -5.6096 -1.2891
H -10.4405 -5.5028 -2.4965
H -6.8738 -4.7134 -2.0991
H -6.3864 -5.8446 -3.3713
H -7.1566 -6.4567 -1.9129
H -9.2151 -7.7600 -4.2374
H -10.2180 -7.8568 -5.6877
H -10.6927 -6.7929 -4.4000
H -7.2563 -7.2224 -5.7796
H -7.5130 -5.9827 -7.0210
H -8.4296 -7.4819 -7.0936
O 5.9413 0.5733 3.7534
P 7.3575 0.7203 4.3430
N 6.9055 0.0942 5.8704
C 7.2304 0.5762 7.1939
C 6.8169 -1.3634 5.8948
N 7.3129 2.4490 4.2431
C 6.5293 3.2321 5.1922
C 7.0031 2.9294 2.8920
N 9.0630 0.8338 4.8842
C 9.6778 2.0069 5.4878
C 9.9535 0.3502 3.8130
H 8.2558 0.3247 7.4958
H 6.5559 0.1356 7.9353
H 7.0872 1.6484 7.2981
H 7.8109 -1.8185 6.0003
H 6.3695 -1.7428 4.9719
H 6.1809 -1.7126 6.7128
H 5.5227 2.8260 5.3425
H 6.4298 4.2694 4.8640
H 7.0400 3.3031 6.1548
H 5.9298 2.8889 2.6751
H 7.5200 2.3266 2.1383
H 7.3402 3.9626 2.7577
H 9.7840 2.8415 4.7876
H 10.6799 1.7486 5.8470
H 9.1375 2.3552 6.3660
H 9.9930 1.0575 2.9775
H 9.5906 -0.6096 3.4265
H 10.9688 0.1805 4.1817
O 9.3936 3.1649 -0.5765
P 9.4111 3.9830 -1.8833
N 8.8470 5.4014 -1.1098
C 7.8156 6.3253 -1.5236
C 9.8970 6.1324 -0.4049
N 8.1583 3.0151 -2.5888
C 6.7724 3.1564 -2.1543
C 8.4859 1.5854 -2.6014
N 9.5285 4.8778 -3.4327
C 8.4810 4.9572 -4.4398
C 10.7892 4.5263 -4.1108
H 8.1493 7.0025 -2.3213
H 7.5014 6.9476 -0.6793
H 6.9066 5.8244 -1.8463
H 10.4881 6.7441 -1.0997
H 10.5794 5.4441 0.1012
H 9.4818 6.7818 0.3705
H 6.6743 3.1840 -1.0636
H 6.1537 2.3371 -2.5285
H 6.3189 4.0527 -2.5830
H 8.3053 1.1114 -1.6306
H 9.5386 1.4299 -2.8590
H 7.8925 1.0586 -3.3564
H 8.2955 4.0009 -4.9395
H 8.7702 5.6807 -5.2097
H 7.5410 5.3271 -4.0348
H 10.7580 3.5050 -4.5065
H 11.6264 4.5903 -3.4059
H 11.0103 5.2165 -4.9295
*
```

***

(3)
DFT (wB97M-V/def2-TZVPD) results for a molecular structure, C12H27Cl2GdO2P2.

The calculation puts the gap between HOMO and LUMO (spin up / spin down) at 8.57 / 6.61 eV. The molar mass is 493.450 g mol⁻¹. For the HOMO energy (spin up / spin down), the calculation gives -15.89 / -15.92 eV. Its energy above the lowest of the compared OMol25 structures with the same formula, charge and spin is 0.0 kJ/mol.

```
! RIJCOSX wB97M-V def2-TZVPD def2/J DEFGRID3
* xyz 2 8
C -0.5841 -3.3147 -4.4479
C -0.1089 -2.3649 -3.4246
H -1.6773 -3.3740 -4.4611
H -0.1707 -4.3018 -4.2244
H -0.2117 -3.0213 -5.4369
O -0.7691 -1.4582 -2.8762
Cl 1.6150 -2.5784 -2.8905
Gd 0.6462 -0.4112 -1.2163
P -0.2909 2.1022 -2.1199
C -1.6865 3.2469 -2.0707
C 1.0808 3.2719 -1.8813
H 0.5371 0.8872 -4.1043
H -0.0734 2.5276 -4.4624
H -1.2166 1.1783 -4.1780
C -0.2533 1.6183 -3.8775
H 2.0393 2.7388 -1.8366
H 1.0739 3.9940 -2.7093
H -1.5705 3.9950 -2.8668
H -1.7099 3.7619 -1.1031
H 0.9319 3.7994 -0.9250
H -2.6379 2.7196 -2.2025
C -1.4229 0.6781 -0.3256
O -2.4891 0.9757 0.0514
Cl 2.9936 0.4103 -1.2328
C 2.8829 -1.0472 2.8216
C 1.4983 -1.6661 2.6629
P 0.3110 -0.7374 1.5941
C -1.2823 -1.6315 1.9101
C -1.6424 -1.9789 3.3508
C 0.1267 0.8679 2.5041
C 0.0241 0.8180 4.0230
H 3.3765 -0.9410 1.8462
H 3.4926 -1.7057 3.4559
H 2.8421 -0.0627 3.3097
H 1.5881 -2.6494 2.1802
H 1.0308 -1.8195 3.6436
H -2.0889 -1.0378 1.4626
H -1.1967 -2.5654 1.3304
H -1.9491 -1.0971 3.9239
H -2.4965 -2.6692 3.3567
H -0.8202 -2.4729 3.8797
H 1.0168 1.4508 2.2157
H -0.7476 1.3814 2.0822
H 0.8277 0.2315 4.4790
H 0.0937 1.8375 4.4246
H -0.9327 0.4141 4.3654
*
```

***

(4)
DFT (wB97M-V/def2-TZVPD) results for C4H8FN3 in the gas phase.

As for the structure (SMILES): N/N=C\N1C[C@H]1CF. The calculation puts the gap between HOMO and LUMO at 9.80 eV. The molar mass is 117.127 g mol⁻¹. For the HOMO energy, the calculation gives -8.67 eV. Its energy above the lowest of the compared OMol25 structures with the same formula, charge and spin is 339.7 kJ/mol.

```
! RIJCOSX wB97M-V def2-TZVPD def2/J DEFGRID3
* xyz 0 1
C 1.4313 1.0580 -0.2405
C -0.3673 -0.6135 -0.5906
C -1.1057 0.4505 -0.1326
C -2.3833 0.1742 0.6067
H 2.3092 -1.0804 1.0011
H 3.7700 -1.2955 0.2146
H 1.2106 2.0827 -0.4536
H -0.2311 -0.8519 -1.6906
H -0.6672 -1.6092 -0.1439
H -1.4257 1.3673 -0.8625
H -2.6920 1.1848 0.9166
H -2.2991 -0.4753 1.4678
N 2.8334 -0.8482 0.1473
N 2.5990 0.4812 -0.2461
N 0.2415 0.3219 0.3924
F -3.2237 -0.3466 -0.3861
*
```

***

(5)
DFT (wB97M-V/def2-TZVPD) results for a molecular structure, CHIN2OS2.

The calculation puts the gap between HOMO and LUMO (spin up / spin down) at 5.97 / 6.49 eV. The molar mass is 248.070 g mol⁻¹. For the HOMO energy (spin up / spin down), the calculation gives -5.80 / -9.75 eV.

```
! RIJCOSX wB97M-V def2-TZVPD def2/J DEFGRID3
* xyz 0 3
C -0.8401 0.7715 -0.5896
N -0.5405 0.9734 0.6041
N 1.2561 -0.6459 -0.4045
O 0.3997 -0.7914 2.1386
S 0.0015 -0.4183 -1.5016
S 0.7925 0.2483 1.2939
I -2.5540 1.4157 -1.4882
H 1.4849 -1.5533 -0.0527
*
```

***

- Among the records above, which one has the lowest molar mass?
  C4H8FN3

***

- Which of these has the highest molar mass?
  C39H96F4N15O6P4

***

- molar mass of number 4 (C4H8FN3)?
  117.127 g mol⁻¹

***

- Which of these has the lowest molar mass?
  C4H8FN3